{"formula": "CH6OSi2", "method": "ωB97M-V/def2-TZVPD", "species": ["C", "O", "Si", "Si", "H", "H", "H", "H", "H", "H"], "positions_angstrom": [[2.27039, -1.11947, 0.22434], [1.44832, -0.09243, 0.13662], [-2.05333, 0.48867, 0.07725], [0.20068, 0.87623, -0.02594], [2.13451, -1.92075, 1.04269], [-2.81541, 1.67015, -0.24536], [-2.30357, -0.47739, -1.04063], [-2.87499, 0.03478, 1.15959], [0.73817, 1.57927, -1.17824], [3.25523, -1.03906, -0.15031]], "total_energy_ha": -695.76681}



{"formula": "CH8NO2", "method": "ωB97M-V/def2-TZVPD", "species": ["C", "N", "H", "H", "H", "H", "H", "H", "O", "H", "H", "O"], "positions_angstrom": [[-0.54460, 0.68420, 0.94577], [0.29734, -0.27732, 0.85737], [-1.40047, 0.58441, 1.59953], [-0.27867, 1.58812, 0.41329], [1.07790, -0.16208, 0.16725], [0.03179, -1.14532, 1.31806], [3.09327, 0.20295, -0.66156], [2.92107, -1.35354, -0.64832], [2.45857, -0.51073, -0.72513], [-2.21065, -0.55656, -0.42762], [-2.44874, 0.26820, -1.70653], [-2.39473, 0.32956, -0.74012]], "total_energy_ha": -247.86093, "charge": 1}



{"formula": "C40H32NO6P2PdS", "method": "ωB97M-V/def2-TZVPD", "species": ["Pd", "C", "C", "P", "C", "C", "C", "C", "C", "C", "C", "C", "C", "C", "C", "C", "P", "C", "C", "C", "C", "C", "C", "C", "C", "C", "C", "C", "C", "H", "H", "H", "H", "H", "H", "H", "H", "H", "H", "H", "H", "H", "H", "H", "H", "H", "H", "H", "H", "H", "H", "H", "H", "O", "C", "O", "C", "C", "C", "N", "C", "C", "C", "O", "O", "H", "H", "H", "O", "C", "O", "C", "C", "C", "C", "S", "C", "C", "H", "H", "H", "H", "H"], "positions_angstrom": [[-0.69435, 0.62044, 0.27608], [0.11825, -2.70346, 1.26218], [1.04325, -1.50746, 1.47908], [1.52935, -0.87236, -0.21182], [1.51955, 0.92974, 0.18298], [0.77575, 1.76014, -0.66262], [0.63675, 3.23314, -0.42312], [1.73265, 3.77724, 1.35788], [2.35755, 2.55214, 1.90238], [2.22695, 1.32534, 1.38338], [3.33165, -1.20556, -0.17052], [3.85835, -2.40106, 0.30488], [5.22125, -2.63306, 0.24928], [6.07295, -1.68156, -0.28962], [5.55165, -0.50226, -0.79472], [4.19085, -0.27006, -0.74192], [0.54775, -3.48916, -0.37592], [-1.04615, -3.25046, -1.25462], [-1.77315, -4.32676, -1.75492], [-2.97165, -4.12666, -2.41422], [-3.44015, -2.84206, -2.62882], [-2.69485, -1.76026, -2.19152], [-1.51135, -1.96056, -1.50562], [0.38825, -5.22166, 0.23308], [-0.72955, -5.65196, 0.94318], [-0.73125, -6.89356, 1.54758], [0.38335, -7.71406, 1.45848], [1.49695, -7.29426, 0.75358], [1.49885, -6.05126, 0.14208], [-0.92505, -2.36886, 1.22308], [0.22315, -3.43406, 2.06878], [1.93215, -1.79916, 2.04638], [0.50485, -0.71256, 2.02838], [0.66685, 1.44384, -1.71112], [0.01855, 3.69374, -1.19762], [1.96435, 4.64804, 1.97268], [2.92505, 2.67084, 2.81398], [2.73265, 0.51374, 1.89248], [3.20115, -3.15946, 0.71168], [5.62525, -3.56096, 0.63068], [7.13665, -1.86606, -0.32982], [6.20875, 0.23724, -1.23072], [3.77485, 0.64414, -1.14622], [-1.39895, -5.33176, -1.61312], [-3.54545, -4.97836, -2.75142], [-4.37965, -2.68306, -3.13462], [-3.03985, -0.75346, -2.38002], [-0.95495, -1.08036, -1.15232], [-1.59035, -5.00356, 1.02928], [-1.59885, -7.22056, 2.10308], [0.38305, -8.67866, 1.94648], [2.36925, -7.92996, 0.68958], [2.37125, -5.70796, -0.39892], [-7.62195, 2.47264, -0.35462], [-6.72035, 3.23314, -0.04772], [-6.65135, 4.38194, 0.35658], [-5.27025, 2.57454, -0.23822], [-4.25955, 3.27084, -0.87722], [-3.02225, 2.65974, -1.01352], [-2.77215, 1.44854, -0.53342], [-3.73885, 0.79154, 0.09168], [-5.02115, 1.30664, 0.24308], [-3.40015, -0.58456, 0.72408], [-4.28525, -1.42046, 0.78508], [-2.22425, -0.68546, 1.15288], [-4.42565, 4.26774, -1.25172], [-2.20995, 3.16794, -1.52092], [-5.77685, 0.71244, 0.72978], [2.02965, 7.98424, -1.72702], [1.25685, 7.72414, -0.64992], [0.73995, 8.62864, -0.05352], [1.08965, 6.29044, -0.27052], [2.02535, 5.36964, -0.57742], [1.98815, 3.94994, -0.16522], [0.21135, 3.60594, 1.02918], [-0.73365, 2.41254, 2.01908], [-0.51075, 4.90644, 1.06498], [-0.11875, 6.04824, 0.49788], [2.33205, 7.17204, -2.15042], [2.92465, 5.66014, -1.10882], [2.86205, 3.41104, -0.53852], [-1.44515, 4.89684, 1.60758], [-0.74545, 6.92124, 0.61028]], "total_energy_ha": -3258.43853, "charge": -1}



{"formula": "CH6N2O4P2", "method": "ωB97M-V/def2-TZVPD", "species": ["C", "N", "N", "O", "O", "O", "O", "P", "P", "H", "H", "H", "H", "H", "H"], "positions_angstrom": [[0.20366, -0.99706, -0.29739], [2.79790, -0.35071, 0.24938], [-1.95330, 1.40640, 0.36297], [0.92465, 1.02862, 1.45698], [-3.06940, -0.27923, -1.29708], [1.48372, 1.43792, -1.01643], [-2.79461, -1.01291, 1.08458], [1.22226, 0.48797, 0.09202], [-2.35408, -0.14252, -0.02297], [0.44953, -1.93699, 0.19110], [0.05974, -1.07436, -1.34613], [2.49437, -1.24042, 0.64938], [3.17898, -0.51903, -0.66900], [-1.48778, 1.86464, -0.41445], [-1.15564, 1.32769, 0.97705]], "total_energy_ha": -1135.01632, "charge": -2}



{"formula": "C6H14O2", "method": "ωB97M-V/def2-TZVPD", "species": ["C", "C", "C", "C", "C", "C", "O", "H", "H", "H", "H", "H", "H", "H", "H", "H", "H", "H", "H", "O", "H", "H"], "positions_angstrom": [[-1.11394, 0.50153, 2.82107], [-0.70107, 1.02775, 1.45677], [-0.79524, 0.28766, 0.32172], [-0.38361, 0.79046, -1.04472], [0.73760, -0.02798, -1.73773], [0.33297, -1.46947, -2.04381], [-0.72595, -1.53854, -3.01664], [-1.85985, 1.14933, 3.29320], [-1.50189, -0.57032, 2.72680], [-0.27166, 0.44680, 3.47879], [-0.38361, 2.07444, 1.40514], [-1.13376, -0.75629, 0.34544], [-1.24746, 0.77594, -1.69264], [0.02939, 1.80725, -1.00164], [1.03655, 0.43256, -2.71365], [1.61934, -0.08045, -1.09492], [1.13609, -1.98369, -2.48786], [0.08972, -2.01164, -1.15533], [-1.53473, -1.44035, -2.52975], [2.37072, -0.17928, 1.54710], [2.85727, 0.66355, 1.66491], [1.44313, 0.10075, 1.45776]], "smiles": "C/C=C/CCCO.O", "total_energy_ha": -387.45448}



{"formula": "C6H15NO", "method": "ωB97M-V/def2-TZVPD", "species": ["C", "C", "C", "N", "O", "H", "H", "H", "H", "H", "H", "H", "C", "C", "C", "H", "H", "H", "H", "H", "H", "H", "H"], "positions_angstrom": [[0.75345, -3.12022, 0.04522], [0.42513, -1.69359, -0.40510], [1.66331, -0.83002, -0.61510], [2.45874, -0.65642, 0.49247], [1.89188, -0.29665, -1.67882], [-0.06662, -3.81288, -0.11972], [1.14833, -3.14511, 1.05858], [1.57765, -3.47084, -0.58407], [-0.03912, -1.73133, -1.38867], [-0.29786, -1.16042, 0.21146], [3.37738, -0.26532, 0.34955], [2.44261, -1.41327, 1.16806], [-2.61411, 1.73568, -0.09580], [-1.24387, 2.34907, -0.36956], [-0.26907, 1.91533, 0.71420], [-2.89456, 1.90395, 0.94903], [-2.60690, 0.64939, -0.23449], [-3.41465, 2.11930, -0.73274], [-0.88278, 2.05503, -1.35648], [-1.32164, 3.43871, -0.40896], [-0.28982, 0.83774, 0.83817], [0.76707, 2.19270, 0.51660], [-0.56457, 2.39918, 1.64619]], "smiles": "CCC(N)=O.CCC", "total_energy_ha": -367.61795}



no.,largest force on an atom (hartree/bohr)
1,0.0581
2,0.0302
3,0.0550
4,0.0632
5,0.0323
6,0.0180